18
Properties=species:S:1:pos:R:3 method="wB97M-V/def2-TZVPD" energy_ha=-1186.9196 gap_ev="5.9 / 3.8" multiplicity=9 e_homo_ev="-10.75 / -9.71" total_charge=+1
O -0.081 -2.544 -0.575
C 0.051 -1.347 -0.259
O 1.244 -0.848 -0.152
C 1.517 0.404 0.529
C -1.255 0.612 -0.585
H -1.095 1.318 0.250
C -2.711 0.650 -0.989
H -2.928 1.672 -1.341
H -2.939 -0.019 -1.835
H -3.423 0.433 -0.168
C 2.981 0.428 0.885
H 0.883 0.452 1.423
H 1.241 1.223 -0.142
H 3.235 -0.371 1.593
H 3.207 1.394 1.357
H 3.606 0.329 -0.011
Gd -2.421 -3.021 -0.156
O -1.112 -0.764 0.177